Entry from the Open Molecules 2025 dataset: one molecule with the formula C4H8O3 (ωB97M-V with the def2-TZVPD basis set).

Energy relative to the best compared isomer or geometry (same formula, charge and spin): 1.983 eV
SMILES: CO/C(O)=C/CO
Strongest force on any atom: 0.32 eV/Å
HOMO-LUMO gap: 0.32299 Ha
DFT total energy: -10419.0210 eV

The geometry in XYZ format:
```
15
Properties=species:S:1:pos:R:3:forces:R:3
O 1.0282 -0.9845 1.0893 -0.1177 0.0946 -0.0395
C 0.2227 -0.2446 0.3088 -0.1454 0.1505 0.1700
C -1.6190 1.3392 -0.0689 -0.1719 -0.0998 0.2462
H -1.5415 2.2818 -1.7963 0.1522 -0.0524 0.0595
H 1.3362 -2.6274 -0.1563 0.0907 0.0982 0.0930
C 1.8972 -1.9112 0.4521 0.1892 -0.2129 -0.0951
H -0.6830 0.7808 1.8970 -0.0026 -0.0443 -0.1306
H 2.6342 -1.4064 -0.1796 -0.1105 -0.0471 0.0949
C -0.6625 0.6216 0.8273 0.0788 -0.1101 -0.0588
O 0.3879 -0.4480 -1.0134 -0.0359 0.1087 -0.0147
H 0.0172 0.3425 -1.4595 0.0360 -0.1276 0.0637
O -0.8961 1.9245 -1.1727 -0.1262 0.1396 -0.2204
H -2.1504 2.1186 0.4908 0.1184 -0.1005 -0.0969
H -2.3735 0.6490 -0.4827 0.1028 0.1221 0.0575
H 2.4023 -2.4360 1.2642 -0.0579 0.0809 -0.1287
```
Forces are in eV/Å.

Löwdin population analysis, charges in e, atoms 1 to 2: -0.05 -0.42